The following is a DFT calculation (ωB97M-V/def2-TZVPD) of 5 unconnected molecules or ions with the total composition C33H43F33IN2O4 at a distorted geometry.

Computed properties:
DFT total energy: -5286.72288 a.u.
Kohn-Sham gap: 9.72 eV
Total charge: +1

```
116
C33H43F33IN2O4 (ωB97M-V/def2-TZVPD)
C 3.52 -1.35 0.43
C 2.79 -1.63 -0.94
C 1.22 -1.56 -0.77
N 0.57 -0.70 -1.79
C -0.10 0.44 -1.23
C 0.58 1.75 -1.84
C 1.85 2.04 -0.94
C 1.88 3.46 -0.29
C 0.93 3.60 0.94
F 3.18 3.75 0.08
C -0.59 2.82 -1.94
C -1.80 2.11 -1.20
N -1.53 0.69 -1.59
C -2.58 -0.35 -1.35
C -3.14 -0.39 0.11
C -2.13 -0.93 1.18
I -4.79 -1.83 0.04
H 2.84 -1.08 1.26
H 4.24 -0.51 0.31
H 4.06 -2.28 0.70
H 3.04 -2.65 -1.28
H 3.14 -0.91 -1.70
H 0.81 -2.59 -0.92
H 0.98 -1.27 0.27
H 1.27 -0.40 -2.46
H -0.03 0.63 -0.14
H 0.91 1.63 -2.90
H 1.96 1.30 -0.11
H 2.74 1.97 -1.61
H 1.59 4.18 -1.08
H 0.05 2.92 0.90
H 1.52 3.35 1.86
H 0.54 4.63 1.05
H -0.44 3.84 -1.56
H -0.96 2.88 -2.99
H -1.72 2.13 -0.10
H -2.76 2.52 -1.55
H -1.48 0.78 -2.62
H -2.26 -1.36 -1.70
H -3.44 -0.08 -2.01
H -3.48 0.62 0.39
H -1.07 -0.96 0.85
H -2.37 -1.94 1.56
H -2.17 -0.25 2.07
C 7.10 -4.49 -3.27
C 6.30 -3.64 -2.24
C 6.93 -3.41 -0.87
F 7.11 -4.54 -0.17
F 6.11 -2.63 -0.11
F 5.06 -4.16 -2.12
F 6.14 -2.41 -2.81
O 6.74 -5.87 -3.44
C 7.30 -6.87 -2.63
C 6.23 -7.60 -1.81
F 5.57 -6.76 -0.99
F 6.81 -8.54 -1.03
F 8.29 -6.37 -1.88
F 7.87 -7.75 -3.46
H 6.87 -4.05 -4.24
H 8.18 -4.36 -3.15
H 7.89 -2.89 -0.95
H 5.50 -8.08 -2.46
C -3.35 1.83 4.95
C -3.60 3.34 4.74
C -4.65 4.03 5.62
F -5.88 3.53 5.44
F -4.71 5.34 5.32
F -3.86 3.56 3.43
F -2.41 3.96 5.00
O -3.96 0.90 4.03
C -5.26 0.41 4.27
C -6.23 0.82 3.16
F -6.34 2.15 3.05
F -7.46 0.34 3.43
F -5.68 0.76 5.48
F -5.16 -0.93 4.27
H -2.28 1.69 4.75
H -3.48 1.52 5.98
H -4.39 3.94 6.68
H -5.90 0.43 2.19
C 10.16 1.90 -1.23
C 9.84 0.39 -1.30
C 9.21 -0.15 -2.58
F 8.00 0.38 -2.84
F 9.01 -1.50 -2.47
F 9.09 0.05 -0.23
F 11.03 -0.26 -1.15
O 9.24 2.76 -0.53
C 8.14 3.32 -1.19
C 6.81 2.86 -0.58
F 6.66 1.52 -0.66
F 5.77 3.41 -1.26
F 8.21 3.10 -2.51
F 8.24 4.65 -1.03
H 11.07 1.97 -0.63
H 10.43 2.31 -2.20
H 9.86 0.02 -3.45
H 6.74 3.15 0.47
C -11.76 -1.38 0.76
C -12.89 -0.35 0.52
C -13.05 0.22 -0.90
F -11.98 0.91 -1.32
F -14.10 1.08 -0.93
F -12.76 0.65 1.42
F -14.05 -0.99 0.81
O -10.53 -0.93 1.36
C -9.49 -0.41 0.57
C -9.19 1.05 0.90
F -10.26 1.83 0.67
F -8.19 1.51 0.10
F -9.74 -0.61 -0.73
F -8.40 -1.19 0.85
H -12.16 -2.07 1.51
H -11.57 -2.00 -0.12
H -13.26 -0.58 -1.62
H -8.90 1.17 1.93
```